C25H15Cl5NPtSSb | ωB97M-V/def2-TZVPD

Structure (XYZ):
```
49
Properties=species:S:1:pos:R:3
Pt 0.777 0.174 0.383
Cl 3.103 -1.453 1.327
C 2.283 -2.213 -0.075
C 0.841 -1.811 0.109
C -0.136 -2.753 0.117
Cl -1.783 -2.298 0.260
C 0.213 -4.127 0.014
Cl -0.990 -5.256 -0.018
C 1.587 -4.575 -0.026
Cl 1.925 -6.246 -0.056
C 2.585 -3.675 -0.051
Cl 4.200 -4.139 -0.101
N -0.568 -0.134 3.171
C -0.109 -0.022 2.112
S 0.312 2.470 0.267
Sb 0.645 2.459 -2.058
C -1.101 2.718 -3.164
C -1.144 3.754 -4.092
C -2.314 3.933 -4.817
C -3.399 3.089 -4.609
C -3.332 2.056 -3.678
C -2.175 1.860 -2.940
C 1.318 0.416 -2.173
C 0.743 -0.451 -3.128
C 1.285 -1.741 -3.340
C 2.283 -2.207 -2.547
C 2.786 -1.459 -1.357
C 2.292 -0.019 -1.291
C 2.154 3.881 -2.338
C 3.437 3.494 -2.711
C 4.420 4.470 -2.790
C 4.112 5.793 -2.500
C 2.823 6.160 -2.132
C 1.824 5.201 -2.044
H -0.296 4.410 -4.255
H -2.376 4.734 -5.542
H -4.309 3.240 -5.175
H -4.184 1.408 -3.520
H -2.130 1.070 -2.197
H -0.066 -0.108 -3.766
H 0.919 -2.337 -4.169
H 2.727 -3.182 -2.741
H 3.879 -1.494 -1.322
H 2.977 0.695 -0.846
H 3.675 2.464 -2.948
H 5.427 4.194 -3.080
H 4.886 6.548 -2.561
H 2.591 7.193 -1.907
H 0.822 5.487 -1.744
```

Molar mass   855.6 g/mol
Charge   +2
Gap between HOMO and LUMO (spin up / spin down)   4.566 / 4.446 eV
Energy above the lowest of the compared OMol25 structures with the same formula, charge and spin   36.2 kcal per mole
LUMO level (spin up / spin down)   -9.8 / -9.9 eV
E_HOMO (spin up / spin down)   -0.5283 / -0.5260 Eh

C10H30ClO5S3 | ωB97M-V/def2-TZVPD

Structure (XYZ):
```
49
Properties=species:S:1:pos:R:3
Cl -1.145 -0.553 -0.120
C 1.849 -1.660 4.395
C 0.863 -1.977 3.383
O 1.082 -1.254 2.180
H 1.958 -0.480 4.529
H 2.783 -2.055 4.220
H 1.752 -2.081 5.431
H -0.109 -1.541 3.574
H 0.767 -3.027 3.152
H 0.307 -1.219 1.614
C -1.099 -2.665 -3.749
C -2.322 -2.863 -2.922
O -2.011 -3.067 -1.580
H -0.530 -3.544 -3.721
H -0.460 -1.730 -3.557
H -1.121 -2.765 -4.796
H -2.611 -3.695 -3.427
H -3.132 -2.134 -2.865
H -1.505 -2.285 -1.249
C 2.722 -0.939 -1.990
S 3.097 -0.286 -0.310
O 4.540 0.172 -0.266
C 2.227 1.248 -0.319
H 3.280 -1.913 -2.141
H 3.081 -0.201 -2.682
H 1.686 -0.828 -1.949
H 1.988 1.705 -1.098
H 2.678 1.874 0.311
H 1.149 1.093 0.203
C -1.932 2.198 -1.374
S -2.524 0.815 -2.325
O -3.776 1.334 -3.008
C -1.228 0.877 -3.604
H -1.811 3.166 -1.926
H -1.179 1.702 -0.802
H -2.613 2.386 -0.627
H -1.076 1.725 -3.938
H -1.489 0.133 -4.426
H -0.476 0.526 -2.998
C 0.547 1.632 3.837
S -0.949 2.708 3.948
O -0.398 4.043 4.330
C -1.265 2.729 2.187
H 0.502 0.659 3.133
H 0.913 1.420 4.870
H 1.169 2.322 3.151
H -1.498 1.664 1.660
H -0.517 3.228 1.656
H -2.180 3.423 2.003
```

Molar mass   362.0 g/mol
Charge   -1
Gap between HOMO and LUMO   8.140 eV
Energy above the lowest of the compared OMol25 structures with the same formula, charge and spin   0.0 kcal per mole
LUMO level   2.8 eV
E_HOMO   -0.1974 Eh

C36H33BCdF4N3O6 | ωB97M-V/def2-TZVPD

Structure (XYZ):
```
84
Properties=species:S:1:pos:R:3
Cd 0.128 -0.035 0.239
O -1.925 1.213 0.038
C -2.002 1.920 -1.213
C -1.481 0.947 -2.364
O -2.054 0.958 -3.456
O -0.481 0.267 -2.000
C -1.011 3.073 -1.093
C -0.270 3.520 -2.183
C 0.650 4.549 -2.031
C 0.847 5.137 -0.789
C 0.106 4.702 0.300
C -0.820 3.678 0.148
C -3.417 2.427 -1.430
C -3.747 3.111 -2.600
C -5.040 3.559 -2.816
C -6.029 3.348 -1.862
C -5.706 2.688 -0.687
C -4.410 2.230 -0.474
H -2.527 0.452 -0.020
H -0.404 3.054 -3.154
H 1.229 4.878 -2.886
H 1.584 5.922 -0.668
H 0.247 5.153 1.275
H -1.393 3.329 1.000
H -2.985 3.269 -3.350
H -5.281 4.070 -3.741
H -7.039 3.704 -2.031
H -6.460 2.529 0.075
H -4.182 1.720 0.453
C 0.501 -4.302 3.041
O 1.213 -5.139 2.117
C 0.452 -6.055 1.448
C 0.704 -7.396 1.710
C -0.021 -8.404 1.102
C -1.036 -8.062 0.218
C -1.277 -6.732 -0.068
C -0.531 -5.698 0.511
N -0.889 -4.392 0.155
C -0.207 -3.184 0.055
N 1.131 -3.264 -0.013
C 2.172 -2.297 -0.158
C 2.041 -0.915 -0.076
C 3.211 -0.155 -0.213
C 4.446 -0.731 -0.439
C 4.563 -2.114 -0.521
C 3.431 -2.888 -0.376
O 3.437 -4.258 -0.436
C 4.689 -4.898 -0.504
N -0.887 -2.087 -0.058
C -2.291 -2.047 0.044
C -3.050 -1.737 -1.083
C -4.423 -1.517 -0.983
C -5.041 -1.608 0.251
C -4.306 -1.936 1.388
C -2.942 -2.172 1.293
O -2.160 -2.499 2.338
C -2.736 -2.366 3.629
H 1.186 -3.513 3.339
H 0.204 -4.885 3.917
H -0.385 -3.847 2.596
H 1.481 -7.624 2.431
H 0.191 -9.442 1.328
H -1.634 -8.829 -0.259
H -2.056 -6.465 -0.776
H -1.835 -4.301 -0.174
H 1.512 -4.192 0.066
H 3.154 0.924 -0.138
H 5.333 -0.116 -0.552
H 5.530 -2.568 -0.692
H 4.489 -5.966 -0.469
H 5.325 -4.622 0.343
H 5.212 -4.661 -1.436
H -2.536 -1.642 -2.033
H -4.985 -1.245 -1.868
H -6.104 -1.417 0.344
H -4.805 -1.989 2.347
H -1.943 -2.568 4.339
H -3.556 -3.078 3.770
H -3.088 -1.346 3.794
F -0.057 1.258 4.313
B -0.033 0.112 3.514
F -0.260 -1.046 4.281
F 1.203 0.010 2.822
F -1.061 0.215 2.499
```

Molar mass   802.9 g/mol
Charge   -1
Gap between HOMO and LUMO   7.842 eV
Energy above the lowest of the compared OMol25 structures with the same formula, charge and spin   0.5 kcal per mole
LUMO level   2.4 eV
E_HOMO   -0.2005 Eh

C39H57ClF5N2O12P2S3 | ωB97M-V/def2-TZVPD

Structure (XYZ):
```
121
Properties=species:S:1:pos:R:3
C -6.829 -2.154 -2.269
C -6.254 -3.414 -1.988
C -5.241 -4.715 -1.691
N -5.017 -4.993 -0.235
C -3.783 -4.394 0.369
C -3.332 -2.960 -0.381
C -2.143 -2.156 0.395
C -1.907 -0.740 -0.464
C -2.740 0.502 0.271
S -1.844 2.157 0.180
O -1.484 2.616 -1.253
O -2.768 3.180 0.949
Cl -0.137 1.951 1.435
C -2.434 -5.296 0.345
C -1.429 -5.198 1.628
C -1.547 -6.451 2.682
S 0.145 -7.103 3.150
C 1.389 -5.731 3.427
S 3.025 -6.236 3.704
N 1.122 -4.243 3.399
C 2.080 -3.492 2.497
C 1.895 -3.277 0.867
C 2.982 -2.434 -0.079
C 4.316 -1.740 0.597
C 4.518 -1.919 2.219
C 3.435 -2.774 3.159
C 1.054 -3.628 4.780
C 1.406 -4.385 6.196
C 1.248 -3.577 7.643
C 0.742 -1.999 7.694
C 0.427 -1.197 6.293
C 0.587 -2.034 4.891
C -4.254 -3.841 1.875
O -4.891 -2.639 1.966
O -4.130 -4.561 3.143
C -5.334 -6.398 0.135
F -4.927 -6.873 1.473
F -4.781 -7.443 -0.810
C -7.004 -6.529 0.137
F -7.386 -7.395 1.313
F -7.525 -7.236 -1.064
F -7.648 -5.181 0.353
H -7.525 -1.190 -2.184
H -5.843 -5.610 -2.209
H -4.248 -4.658 -2.352
H -2.921 -3.171 -1.482
H -4.226 -2.219 -0.514
H -2.384 -1.814 1.487
H -1.143 -2.770 0.286
H -0.783 -0.419 -0.515
H -2.384 -0.815 -1.555
H -2.919 0.298 1.432
H -3.839 0.604 -0.184
H -2.586 -6.455 0.141
H -1.793 -4.926 -0.594
H -1.500 -4.190 2.228
H -0.319 -5.236 1.196
H -2.030 -6.015 3.681
H -2.311 -7.296 2.325
H 0.964 -3.714 0.299
H 2.765 -2.331 -1.246
H 5.024 -1.139 -0.124
H 5.460 -1.399 2.712
H 3.692 -2.846 4.318
H 1.739 -5.512 6.192
H 1.500 -4.123 8.672
H 0.611 -1.447 8.719
H 0.099 -0.070 6.315
H 0.347 -1.436 3.890
O 3.577 1.801 -6.141
P 2.318 0.978 -5.775
O 2.656 0.911 -4.152
C 2.752 2.107 -3.400
C 1.393 2.542 -2.893
O 2.976 -0.498 -6.181
C 4.005 -0.568 -7.156
C 5.378 -0.505 -6.495
O 0.911 0.058 -5.366
C -0.343 0.688 -5.192
C -0.603 1.846 -6.135
H 3.219 2.907 -3.981
H 3.402 1.899 -2.547
H 0.766 2.889 -3.719
H 1.488 3.369 -2.181
H 0.876 1.714 -2.399
H 3.883 0.219 -7.906
H 3.906 -1.522 -7.683
H 5.442 0.281 -5.740
H 6.158 -0.336 -7.244
H 5.592 -1.443 -5.980
H -0.444 0.998 -4.151
H -1.107 -0.076 -5.357
H 0.178 2.606 -6.075
H -1.560 2.318 -5.896
H -0.638 1.495 -7.173
O 1.947 5.846 1.285
P 1.562 7.258 0.780
O 1.938 8.027 2.200
C 3.262 7.980 2.701
C 4.107 9.089 2.111
O -0.069 7.084 1.067
C -0.655 5.790 1.057
C -0.676 5.199 2.463
O 1.131 8.835 0.214
C 2.032 9.597 -0.567
C 2.863 8.787 -1.541
H 3.723 7.006 2.517
H 3.201 8.114 3.784
H 4.301 8.905 1.052
H 5.076 9.153 2.618
H 3.603 10.056 2.202
H -0.135 5.135 0.352
H -1.683 5.888 0.696
H 0.276 5.325 2.983
H -0.916 4.131 2.427
H -1.429 5.702 3.072
H 2.666 10.187 0.097
H 1.432 10.315 -1.131
H 3.423 7.994 -1.041
H 3.575 9.436 -2.057
H 2.220 8.310 -2.289
```

Molar mass   1034.5 g/mol
Charge   -1
Gap between HOMO and LUMO   4.613 eV
LUMO level   -0.4 eV
E_HOMO   -0.1850 Eh

What is the charge in the fourth record?
-1